## A
Density functional theory data (the ωB97M-V functional and the def2-TZVPD basis) for a structure of composition C4H15N3O.

The geometry in XYZ format:
```
23
Properties=species:S:1:pos:R:3:nbo_charge:R:1
C -1.43334 0.51884 -0.80568 -0.176
C 0.45205 -0.21559 1.69464 -0.204
C -1.50259 1.36193 -2.06383 -0.645
C 0.94522 1.18162 1.96278 -0.647
O -2.13265 -0.72382 -0.89641 -0.772
H -2.32956 -0.94489 -1.81925 0.467
H -1.86227 1.05907 0.04544 0.148
H -0.63079 -0.30882 1.71397 0.215
H 0.95959 -0.95952 2.31834 0.178
H -1.10081 2.35981 -1.88476 0.218
H -0.98028 0.87908 -2.89253 0.195
H -2.54175 1.49331 -2.39343 0.191
H 0.40558 1.90421 1.35558 0.220
H 2.00289 1.26138 1.71640 0.232
H 0.82741 1.42492 3.02188 0.220
N 0.91112 -0.74921 0.11360 -0.149
N 2.30212 -0.63219 -0.11625 -0.661
N 0.47001 -2.08728 -0.17666 -0.694
H -0.15573 0.08446 -0.57255 0.269
H 2.49550 -0.91184 -1.07525 0.366
H 2.81524 -1.28096 0.48413 0.318
H 0.61429 -2.69884 0.62964 0.321
H -0.53125 -2.01565 -0.35981 0.390
```

Computed properties:
Gap between HOMO and LUMO: 0.3107 hartree
HOMO: -0.2737 Ha

---

## B
Density functional theory data (the ωB97M-V functional and the def2-TZVPD basis) for a cluster of 2 separate species, C4H15N3O in total.

The geometry in XYZ format:
```
23
Properties=species:S:1:pos:R:3:nbo_charge:R:1
N -2.71547 0.12715 -0.10188 -0.867
C -1.97741 -1.04848 -0.55004 -0.213
C -0.57103 -0.79298 -1.10290 -0.430
C 0.43800 -0.01515 -0.20413 -0.058
N 0.34818 -0.62329 1.15773 -0.857
C 1.87936 0.13072 -0.78153 -0.235
N 2.62748 0.76995 0.29440 -0.863
H -2.23054 0.65273 0.60114 0.392
H -3.06147 0.76982 -0.80354 0.350
H -1.83515 -1.65021 0.37369 0.189
H -2.51916 -1.69830 -1.27702 0.193
H -0.66806 -0.45313 -2.14357 0.208
H -0.11765 -1.79403 -1.26126 0.189
H 0.18745 1.02822 0.02423 0.171
H 1.31793 -0.50620 1.46937 0.382
H 0.44443 -1.61783 0.90571 0.352
H 1.89924 0.71186 -1.72058 0.187
H 2.33964 -0.88913 -1.13505 0.188
H 2.52825 1.78232 0.21522 0.360
H 3.62363 0.63821 0.29017 0.371
O -1.02878 1.53273 2.07826 -0.959
H -0.38432 0.77511 2.11484 0.498
H -0.52455 2.16990 1.55674 0.453
```

Computed properties:
Structure (SMILES): NCC[C@@H](N)CN.O
Gap between HOMO and LUMO: 0.3400 hartree
HOMO: -0.3132 Ha

---

## C
Density functional theory data (the ωB97M-V functional and the def2-TZVPD basis) for a cluster of 2 separate species, C4H15N3O in total.

The geometry in XYZ format:
```
23
Properties=species:S:1:pos:R:3:nbo_charge:R:1
N -1.19945 1.32701 1.60839 -0.825
C -1.88678 0.55981 0.55946 -0.216
C -0.96962 -0.35498 -0.25194 -0.433
C 0.23203 0.30694 -0.92585 -0.070
N -0.21033 1.26502 -1.95929 -0.853
C 1.20826 -0.74013 -1.48347 -0.218
N 2.61736 -0.47228 -1.32426 -0.838
H -0.47392 1.86760 1.14828 0.351
H -0.77760 0.67793 2.25842 0.345
H -2.36235 1.30460 -0.07096 0.182
H -2.64324 -0.05822 1.05349 0.194
H -0.59061 -1.15308 0.38741 0.217
H -1.48614 -0.90501 -1.03609 0.199
H 0.78153 0.90050 -0.18995 0.164
H 0.17765 1.05089 -2.86633 0.355
H -1.22073 1.27508 -2.05392 0.355
H 0.98534 -1.70794 -1.03061 0.190
H 0.96788 -0.87056 -2.54056 0.183
H 2.98543 0.23393 -1.94224 0.359
H 2.85559 -0.26842 -0.36757 0.357
O 0.12570 -1.62421 2.99353 -0.946
H 0.21502 -0.90049 3.61926 0.471
H -0.05543 -2.41728 3.50506 0.477
```

Computed properties:
Structure (SMILES): NCC[C@H](N)CN.O
Gap between HOMO and LUMO: 0.3473 hartree
HOMO: -0.3249 Ha

---

## D
Density functional theory data (the ωB97M-V functional and the def2-TZVPD basis) for a cluster of 2 separate species, C4H15N3O in total.

The geometry in XYZ format:
```
23
Properties=species:S:1:pos:R:3:nbo_charge:R:1
C 2.56166 1.06520 -0.54417 -0.413
N 1.10111 0.68002 -0.43562 -0.649
C 0.73843 -0.56092 -1.11644 -0.245
C -0.80423 -0.69137 -0.89669 -0.237
N -1.09548 -1.44089 0.28141 -0.654
C -0.99256 -0.79183 1.60186 -0.054
N 0.11555 -1.36722 2.38394 -0.854
H 3.18420 0.41116 -0.04716 0.179
H 2.71689 1.27733 -1.57253 0.199
H 2.59088 1.98617 0.13413 0.192
H 0.89534 0.44248 0.59775 0.349
H 1.20469 -1.52324 -0.69202 0.163
H 1.07143 -0.38536 -2.21097 0.182
H -1.27346 0.36489 -0.87007 0.212
H -1.23137 -1.10690 -1.87447 0.196
H -0.59031 -2.28290 0.18225 0.360
H -0.85726 0.33462 1.66476 0.200
H -1.99602 -1.21882 2.12753 0.159
H 0.38569 -0.87817 3.12802 0.357
H 0.02478 -2.27447 2.55539 0.351
O -1.70518 2.57403 -1.34697 -0.911
H -1.02506 2.04567 -1.58311 0.460
H -1.32707 2.98548 -0.63922 0.457
```

Computed properties:
Structure (SMILES): CNCCNCN.O
Gap between HOMO and LUMO: 0.3474 hartree
HOMO: -0.3144 Ha

---

The most stable of them is C.

---

## A
Density functional theory data (the ωB97M-V functional and the def2-TZVPD basis) for a structure of composition C4H3O2Tm.

The geometry in XYZ format:
```
10
Properties=species:S:1:pos:R:3:nbo_charge:R:1
O -1.81113 0.61663 1.57517 -0.785
C -0.84867 -0.30540 1.59026 -0.087
C 0.49606 0.01786 1.45550 -0.355
C 1.25997 -0.64906 0.46063 -0.059
C 2.66150 -0.54471 0.36492 0.215
O 3.43923 0.14076 1.08519 -0.457
H 0.76581 1.06682 1.68595 0.256
H 3.10977 -1.00648 -0.54699 0.136
Tm -1.56405 0.27325 -1.09151 1.650
H -1.59685 -0.05732 2.69340 0.486
```

Computed properties:
2S+1: 4
Gap between HOMO and LUMO (alpha / beta): 0.1835 / 0.2000 hartree
HOMO (alpha / beta): -0.4209 / -0.4285 Ha
Total charge: +1
⟨S²⟩: 3.8458

---

## B
Density functional theory data (the ωB97M-V functional and the def2-TZVPD basis) for a structure of composition C4H3O2Tm.

The geometry in XYZ format:
```
10
Properties=species:S:1:pos:R:3:nbo_charge:R:1
O 1.68967 -1.59354 -0.75322 -0.512
C 0.62658 -1.43244 -0.27010 0.713
C -0.50166 -1.11267 0.32822 -0.537
C -1.25452 0.11617 0.00622 -0.292
C -0.75147 1.36762 0.08984 0.173
H -0.85714 -1.82856 1.07298 0.302
H -0.00976 2.08438 -0.81139 0.474
H -2.29804 -0.01634 -0.28371 0.258
Tm 2.74329 0.89709 0.43575 1.301
O 0.61306 1.51830 0.18541 -0.880
```

Computed properties:
2S+1: 4
Gap between HOMO and LUMO (alpha / beta): 0.2529 / 0.1945 hartree
HOMO (alpha / beta): -0.3990 / -0.4438 Ha
Total charge: +1
⟨S²⟩: 3.7936

---

The most stable of them is B.

---

## A
Density functional theory data (the ωB97M-V functional and the def2-TZVPD basis) for an isolated molecule of C5H8O2S.

The geometry in XYZ format:
```
16
Properties=species:S:1:pos:R:3:nbo_charge:R:1
C -0.89926 0.21001 1.15478 0.515
C -0.38407 1.29167 0.36333 -0.547
C -0.43671 1.03769 -1.13704 -0.565
C -0.19175 -1.10238 1.14812 -0.221
C 1.14393 -1.29575 0.86077 -0.455
O -1.95657 0.22818 1.74835 -0.515
O 0.28547 -0.76276 -2.93028 -0.957
S 1.02648 -0.03109 -1.88191 1.021
H -1.06139 2.10251 0.67947 0.254
H 0.64711 1.63902 0.61670 0.233
H -1.38086 0.53344 -1.34912 0.236
H -0.52927 2.03512 -1.69548 0.245
H -0.83099 -2.01745 1.15304 0.235
H 2.00730 -0.73079 1.13248 0.227
H 1.06394 -0.84826 -0.62940 0.071
H 1.49664 -2.28917 0.76618 0.223
```

Computed properties:
Gap between HOMO and LUMO (alpha / beta): 0.2949 / 0.2948 hartree
HOMO (alpha / beta): -0.3205 / -0.3204 Ha

---

## B
Density functional theory data (the ωB97M-V functional and the def2-TZVPD basis) for an isolated molecule of C5H8O2S.

The geometry in XYZ format:
```
16
Properties=species:S:1:pos:R:3:nbo_charge:R:1
C -1.63830 0.02891 1.36434 -0.656
C -0.49346 0.11613 0.34888 -0.284
C -0.46748 -1.44817 -0.18243 0.463
O -1.21858 -1.93826 -0.94431 -0.514
C -1.13615 1.04478 -0.67108 0.436
O -0.65683 2.16128 -0.89062 -0.518
C 0.92144 0.48792 0.89416 -0.543
S 2.15995 -0.17584 -0.21880 -0.034
H -2.65429 -0.33270 1.03300 0.248
H -1.96238 1.03738 1.64763 0.230
H -1.63497 -0.61377 2.33792 0.240
H 0.31899 -2.13312 0.33733 0.132
H -1.94688 0.44835 -1.33805 0.154
H 1.12309 1.55262 0.97476 0.259
H 0.79790 -0.19952 1.87893 0.230
H 3.28642 -0.10748 0.78541 0.158
```

Computed properties:
Structure (SMILES): CC(C=O)(C=O)CS
Gap between HOMO and LUMO: 0.3560 hartree
HOMO: -0.3419 Ha

---

## C
Density functional theory data (the ωB97M-V functional and the def2-TZVPD basis) for a structure of composition C5H8O2S.

The geometry in XYZ format:
```
16
Properties=species:S:1:pos:R:3:nbo_charge:R:1
C 0.69652 0.53939 1.23207 0.090
C 0.39025 -0.97878 1.22389 -0.491
C -0.96520 -0.53715 0.70522 0.088
C -0.59065 -0.91654 -1.50473 -0.244
C -0.55351 0.91381 0.41751 -0.373
H 2.71798 0.90484 1.67863 0.481
H 0.37548 0.76493 2.27784 0.170
H 0.40624 -1.59983 2.17584 0.223
H 1.02456 -1.62872 0.55797 0.231
H -1.81885 -0.41694 1.53707 0.207
H 0.20226 -1.62739 -1.23651 0.174
H -1.16009 -1.29189 -2.37072 0.224
H -1.11560 1.89992 0.64934 0.250
O 2.03741 0.79675 0.79762 -0.715
O -1.60223 -1.11525 -0.43773 -0.507
S 0.12639 0.71367 -1.28702 0.190
```

Computed properties:
Gap between HOMO and LUMO: 0.3345 hartree
HOMO: -0.3152 Ha

---

## D
Density functional theory data (the ωB97M-V functional and the def2-TZVPD basis) for a structure of composition C5H8O2S.

The geometry in XYZ format:
```
16
Properties=species:S:1:pos:R:3:nbo_charge:R:1
C 1.57508 -1.21353 -0.07793 -0.054
C 0.12886 -0.69119 0.16705 -0.353
C -0.45332 -0.37666 1.64035 0.088
C -0.56586 1.06473 1.22707 -0.508
C -0.18529 0.71118 -0.30163 -0.101
H 0.57665 -1.07254 -1.90570 0.470
H 1.81743 -2.14867 0.42536 0.180
H 2.38532 -0.58311 0.43338 0.174
H -0.66238 -1.33638 -0.41064 0.234
H 0.21055 -0.74471 2.39809 0.200
H -2.50403 -0.88317 1.55582 0.474
H -1.73336 1.35182 1.36148 0.237
H 0.15540 1.85187 1.82488 0.259
O 1.73406 -1.26094 -1.48827 -0.703
O -1.67634 -1.14074 1.95912 -0.736
S -0.23151 1.61320 -1.58618 0.139
```

Computed properties:
Gap between HOMO and LUMO: 0.3067 hartree
HOMO: -0.3239 Ha

---

The most stable of them is B.

---

## A
Density functional theory data (the ωB97M-V functional and the def2-TZVPD basis) for an isolated molecule of C5H8O2S.

The geometry in XYZ format:
```
16
Properties=species:S:1:pos:R:3:nbo_charge:R:1
C -1.91168 -1.81419 0.00302 -0.757
S -1.86911 0.01417 0.22084 0.188
C -0.19396 0.07061 0.86794 -0.145
O 0.28059 1.30390 1.26642 -0.498
C 0.79236 1.96792 0.10834 -0.077
C 1.44380 0.82422 -0.79980 -0.559
C 0.81126 -0.40852 -0.17521 0.576
O 1.12498 -1.54513 -0.41045 -0.526
H -2.94780 -2.20481 -0.27314 0.243
H -1.43517 -2.37562 0.88095 0.231
H -1.29650 -1.98825 -0.91045 0.230
H -0.14629 -0.63711 1.77486 0.218
H 1.46411 2.74106 0.45227 0.204
H -0.03615 2.48955 -0.46816 0.180
H 1.33266 0.86189 -1.84355 0.248
H 2.58690 0.70030 -0.69390 0.245
```

Computed properties:
Structure (SMILES): CS[C@@H]1OCCC1=O
Gap between HOMO and LUMO: 0.3505 hartree
HOMO: -0.3230 Ha

---

## B
Density functional theory data (the ωB97M-V functional and the def2-TZVPD basis) for an isolated molecule of C5H8O2S.

The geometry in XYZ format:
```
16
Properties=species:S:1:pos:R:3:nbo_charge:R:1
C 1.64827 -0.30275 1.39265 -0.499
C 1.96696 -0.28850 0.12337 0.257
C 2.67075 -1.29568 -0.59457 -0.669
O 1.45947 0.80782 -0.74895 -0.537
C 0.34678 1.48090 -0.06296 0.186
O -0.80105 0.88997 0.36310 -0.511
C -1.60373 0.11908 -0.41205 0.028
S -2.94397 -0.70075 0.00791 0.015
H 0.91527 0.55628 1.90256 0.218
H 2.01865 -1.01535 2.24995 0.234
H 2.11144 -1.96123 -1.34851 0.245
H 3.46972 -0.51878 -1.03708 0.238
H 3.07799 -2.03925 0.13808 0.236
H 0.77750 2.21851 0.71469 0.197
H 0.20898 2.18385 -0.93595 0.182
H -0.91748 -0.07270 -1.40213 0.179
```

Computed properties:
Structure (SMILES): C=C(C)OCOC=S
Gap between HOMO and LUMO: 0.3360 hartree
HOMO: -0.3371 Ha

---

The most stable of them is A.